(1)
39
Properties=species:S:1:pos:R:3 method="wB97M-V/def2-TZVPD" e_tot_ha=-993.45121 homo_ev=-7.90 lumo_energy_ev=-0.4 gap_ev=7.55 total_charge=0
H 0.4858 0.3351 0.4926
H -0.9202 0.9120 0.5107
H -3.0659 -2.5041 -2.0476
H -2.9171 -4.0158 -2.1008
H 1.1419 -2.7979 2.0790
H 0.6479 -4.1463 1.5813
H -2.3445 4.0519 -0.6859
H -3.4885 3.1215 -0.3174
H -0.4709 5.1721 -2.1790
H -0.2302 4.0380 -1.1963
H 5.0142 -0.0129 -1.3569
H 3.9146 0.3418 -0.3694
H -4.6502 0.6152 1.4297
H -5.7607 0.6899 2.4648
H 0.2074 -3.8834 -0.8782
H 0.3477 -3.8277 -2.3905
H -3.0728 -1.5212 2.0760
H -3.7766 -0.9602 0.8513
H 3.1721 2.2308 3.0070
H 4.6490 2.2411 2.6481
H 2.6882 1.3222 1.0585
H 2.4078 0.9202 2.4971
H -0.4095 2.3214 -2.5309
H 0.9438 2.5735 -1.8868
H 2.6258 -2.1662 -0.7992
H 2.2441 -3.6127 -1.0677
O -0.3965 0.1983 0.1294
O -2.6296 -3.2409 -1.6050
O 0.4881 -3.1997 1.4959
O -2.6870 3.5193 0.0408
O -0.3349 4.2189 -2.1372
O 4.1114 0.3219 -1.3127
O -5.5946 0.4596 1.5437
O 0.6151 -3.3707 -1.5852
O -3.4698 -1.7875 1.2391
O 3.9524 1.6654 2.9833
O 3.0655 0.8327 1.7981
O 0.4888 1.9745 -2.4893
O 3.0081 -3.0301 -0.9904

***

(2)
12
Properties=species:S:1:pos:R:3 method="wB97M-V/def2-TZVPD" e_tot_ha=-3036.14479 homo_ev=-10.44 lumo_energy_ev=-0.5 gap_ev=9.91 total_charge=0
C 2.2503 -1.6364 -1.8636
C 0.5412 1.3840 -0.6883
C -0.8226 -1.4323 0.3635
N 3.1976 -2.2663 -2.1179
Si 0.0091 -0.3565 -1.0049
Br -1.3015 -0.4038 -2.7781
H 1.5970 1.4674 -0.3109
H 0.4039 2.0241 -1.4941
H -0.1237 1.6709 0.1482
H -0.9899 -0.7804 1.1233
H -1.7949 -1.8779 -0.0572
H -0.2113 -2.2427 0.8602

***

Values of energy relative to the best compared isomer or geometry (same formula, charge and spin), in order: 845.5, 217.9, all in kJ/mol.